Below is C41H43BrN4O5S2Sc as an isolated structure, with properties calculated with the ωB97M-V functional and the def2-TZVPD basis.

Results
HOMO level (eV): -4.03
Net charge: -1
Relative energy (zero: lowest compared OMol25 entry of this formula, charge and spin) (kcal/mol): 22.56
LUMO (eV): 2.306
Orbital gap (eV): 6.337

```
97
Properties=species:S:1:pos:R:3:forces:R:3
Sc -0.8559 0.3035 -0.2679 -0.01 -0.08 -0.37
C -0.2146 3.7322 -3.0952 -0.02 -0.02 -0.02
C -0.7897 2.3837 -2.7268 0.05 0.00 0.12
O -0.5116 2.0058 -1.5242 -0.06 -0.17 0.01
C -1.5241 1.6867 -3.6447 -0.03 -0.05 -0.04
C -2.0350 0.3480 -3.4700 0.05 0.10 0.00
C -2.5735 -0.3538 -4.6869 -0.02 0.00 0.00
N -1.9836 -0.2530 -2.3285 0.00 0.02 0.19
N -2.4243 -1.5779 -2.3558 0.01 0.02 -0.03
C -2.2956 -2.1135 -1.1818 -0.14 -0.03 0.06
O -1.9053 -1.5052 -0.1120 -0.01 0.04 -0.10
C -2.6084 -3.5676 -1.0555 -0.01 0.01 0.09
C -2.1898 -4.2388 0.0880 -0.05 -0.02 0.02
C -2.4049 -5.6036 0.2177 -0.04 0.03 0.00
C -3.0462 -6.3059 -0.7928 0.00 0.02 0.01
C -3.4686 -5.6364 -1.9367 0.00 -0.03 0.00
C -3.2487 -4.2748 -2.0699 0.02 0.00 0.01
H -0.6803 4.5074 -2.4820 0.00 0.02 -0.01
H -0.3613 3.9742 -4.1473 -0.01 0.01 0.01
H 0.8535 3.7392 -2.8651 0.00 0.00 -0.01
H -1.6470 2.1300 -4.6237 -0.01 -0.01 0.00
H -2.6019 0.3226 -5.5402 0.00 0.00 0.00
H -3.5695 -0.7518 -4.4933 0.00 -0.01 -0.01
H -1.9376 -1.2102 -4.9172 0.00 0.00 -0.01
H -1.6677 -3.6746 0.8501 0.01 -0.01 0.00
H -2.0566 -6.1212 1.1032 0.00 0.00 0.00
H -3.2123 -7.3722 -0.6940 0.00 0.00 -0.01
H -3.9664 -6.1830 -2.7290 0.00 0.00 0.00
H -3.5522 -3.7413 -2.9606 0.00 0.00 0.00
N -3.1161 1.1350 -0.1591 -0.17 0.18 0.07
C -3.6154 2.2830 0.6158 0.11 -0.07 0.01
C -3.3487 3.6029 -0.1223 0.06 -0.02 0.00
C -2.6634 4.6816 0.7191 0.00 0.03 -0.03
C -1.1519 4.4847 0.7850 0.00 -0.05 -0.02
N -0.8176 3.1499 1.2354 -0.03 0.05 0.07
H -3.4158 1.2142 -1.1259 0.03 -0.10 -0.01
H -3.5034 0.2684 0.2047 0.06 -0.04 -0.04
H -3.0998 2.2619 1.5730 -0.02 0.02 0.01
H -4.6887 2.1799 0.8146 -0.02 0.01 0.00
H -4.2908 3.9905 -0.5183 0.01 0.01 -0.03
H -2.7022 3.3905 -0.9793 -0.04 -0.02 -0.02
H -3.0922 4.6988 1.7286 0.02 0.00 0.01
H -2.8499 5.6692 0.2852 -0.06 0.00 0.03
H -0.7024 5.2940 1.3816 0.01 0.00 0.01
H -0.7540 4.5773 -0.2286 0.01 0.03 0.00
H -0.9924 2.9925 2.2189 0.02 -0.02 0.00
H 0.1248 2.8685 1.0063 -0.01 -0.02 -0.01
Br -0.8722 -2.5474 8.1014 0.00 0.00 0.00
C -0.7956 -1.9136 6.3078 -0.02 0.01 0.02
C -1.6186 -0.8658 5.9298 0.02 -0.02 0.00
C -1.5576 -0.4114 4.6204 -0.01 0.01 -0.01
C -0.6838 -0.9927 3.7115 -0.01 0.00 0.00
C 0.1285 -2.0450 4.1131 0.02 -0.04 0.04
C 0.0775 -2.5152 5.4174 -0.01 0.02 -0.02
C -0.6072 -0.5082 2.2873 -0.01 0.00 0.04
O 0.2279 -1.0151 1.5255 -0.02 0.08 -0.11
O -1.4094 0.4045 1.9156 0.09 0.04 -0.01
H -2.2949 -0.4196 6.6457 0.00 0.00 0.00
H -2.1925 0.3977 4.2839 0.00 0.00 0.00
H 0.7920 -2.4909 3.3827 -0.01 0.01 -0.01
H 0.7016 -3.3376 5.7387 0.00 0.00 -0.01
O 1.2091 1.2357 0.3377 0.13 0.15 0.09
S 2.1829 1.4202 -0.8025 0.00 0.02 0.09
C 3.6023 0.4122 -0.3802 -0.05 -0.05 0.07
C 4.2424 -0.2842 -1.3901 -0.01 0.00 -0.03
C 5.3190 -1.0978 -1.0682 0.02 -0.01 0.01
C 5.7299 -1.2193 0.2524 -0.02 0.02 -0.03
C 5.0647 -0.5293 1.2585 0.00 -0.01 -0.01
C 3.9922 0.2902 0.9434 0.00 -0.01 0.03
C 2.9701 2.9976 -0.3983 -0.03 -0.01 -0.06
C 2.8251 3.5846 0.8467 -0.03 0.03 0.07
C 3.4242 4.8120 1.0961 0.02 0.01 -0.03
C 4.1608 5.4442 0.1038 0.00 -0.02 -0.02
C 4.2950 4.8522 -1.1461 0.00 0.02 0.01
C 3.6923 3.6303 -1.4007 -0.02 -0.04 0.01
H 3.8595 -0.2338 -2.4015 0.00 0.01 0.00
H 5.8133 -1.6640 -1.8468 0.01 0.00 0.01
H 6.5569 -1.8718 0.5021 0.00 0.00 0.00
H 5.3709 -0.6442 2.2905 0.00 0.00 0.00
H 3.4330 0.8003 1.7179 0.00 0.01 -0.01
H 2.2423 3.0834 1.6092 -0.01 -0.01 -0.02
H 3.3129 5.2798 2.0662 -0.01 -0.02 0.01
H 4.6239 6.4027 0.3008 0.00 0.00 0.00
H 4.8589 5.3486 -1.9255 0.00 0.00 0.00
H 3.7746 3.1633 -2.3762 0.01 0.01 -0.01
S 0.9003 -1.0457 -1.8495 0.15 -0.01 0.06
C 1.1975 -2.6263 -1.1154 -0.08 -0.02 -0.10
C 1.9917 -2.8079 0.0188 0.02 0.02 0.03
C 2.1997 -4.0724 0.5493 -0.01 0.00 0.00
C 1.6180 -5.1915 -0.0351 -0.01 0.00 -0.04
C 0.8279 -5.0257 -1.1653 0.06 0.00 -0.01
C 0.6255 -3.7616 -1.6992 0.03 0.01 0.00
H 2.4178 -1.9414 0.5038 0.02 0.01 0.01
H 2.8169 -4.1838 1.4349 0.00 0.01 0.00
H 1.7732 -6.1772 0.3873 0.00 0.00 0.00
H 0.3482 -5.8825 -1.6248 -0.01 0.00 0.00
H -0.0093 -3.6280 -2.5672 0.01 -0.01 0.00
```
Forces are in eV/Å.